Here is a cluster of 4 separate species, C36H72NO11S3 in total at a distorted geometry from the OMol25 dataset. Energies are from ωB97M-V with the def2-TZVPD basis set.

Results
* HOMO-LUMO gap: 0.1119 hartree
* M: 791.169 g mol⁻¹
* largest force on an atom: 2.1 eV Å⁻¹
* highest occupied orbital energy: -1.168 eV
* energy: -3491.76054 hartree
* total charge: -1

Each line ends with the Löwdin charge.
Positions of all 123 atoms, in Å:
C: 0.16219 -0.54009 0.77876  0.04
C: 1.35442 0.32012 0.49751  -0.56
O: 2.40573 0.14323 1.00768  0.12
O: 1.13352 1.32761 -0.37002  -0.02
C: 1.90319 1.27054 -1.59590  -0.16
C: 0.99112 1.26859 -2.79911  -0.17
C: -0.11919 0.21969 -2.73089  -0.20
C: -0.96436 0.20642 -4.00862  -0.21
C: -1.98620 1.34363 -4.05684  -0.20
C: -2.95413 1.32439 -2.84475  -0.23
C: -4.41812 1.30664 -3.24076  -0.23
C: -5.43485 1.52241 -2.08027  -0.30
C: -5.01222 2.41650 -0.91250  -0.29
C: -4.24468 1.60354 0.11740  -0.33
C: -3.67436 2.39661 1.32595  -0.24
C: -3.48664 3.89702 1.14092  -0.24
C: -2.43320 4.29741 0.10657  -0.22
C: -1.56446 5.47941 0.55247  -0.22
C: -0.76159 6.08381 -0.61851  -0.20
C: 0.60090 5.39684 -0.82975  -0.19
C: 0.91341 5.07865 -2.29999  -0.20
C: 1.78153 6.11744 -3.01204  -0.20
C: 3.22587 6.14139 -2.49073  -0.20
C: 4.12285 5.23128 -3.32778  -0.19
C: 5.53736 5.13728 -2.77869  -0.14
N: 5.62360 4.19153 -1.67469  -0.12
C: 6.05917 4.49291 -0.41368  -0.11
C: 5.96977 3.35409 0.37161  -0.10
C: 5.46652 2.31682 -0.45377  -0.09
C: 5.27021 2.86340 -1.70968  -0.11
H: -0.11184 -0.39365 1.82088  0.09
H: -0.67104 -0.30446 0.13210  0.07
H: 0.49260 -1.55979 0.63708  0.07
H: 2.55884 0.39986 -1.59317  0.13
H: 2.55438 2.14504 -1.58696  0.09
H: 1.60835 1.06766 -3.67774  0.12
H: 0.54398 2.25269 -2.93604  0.09
H: 0.34200 -0.75943 -2.58501  0.11
H: -0.74315 0.46106 -1.87655  0.08
H: -0.27700 0.30269 -4.85219  0.10
H: -1.51792 -0.72924 -4.08141  0.11
H: -1.48456 2.31052 -4.11160  0.09
H: -2.58506 1.23104 -4.96135  0.10
H: -2.73407 2.17465 -2.20269  0.09
H: -2.74351 0.42233 -2.27204  0.09
H: -4.61682 2.02068 -4.04313  0.09
H: -4.60808 0.31822 -3.68266  0.09
H: -5.76962 0.54920 -1.70598  0.08
H: -6.32253 1.96884 -2.54438  0.06
H: -4.35550 3.18769 -1.33604  0.01
H: -4.95213 0.87440 0.52440  0.07
H: -3.40575 0.98582 -0.28909  0.06
H: -2.71261 1.95894 1.61340  0.08
H: -4.33904 2.24218 2.17990  0.09
H: -3.16704 4.29798 2.11185  0.10
H: -4.45409 4.33953 0.92040  0.09
H: -1.77275 3.45016 -0.09224  0.11
H: -2.92459 4.59024 -0.81821  0.09
H: -2.18958 6.25498 0.99278  0.10
H: -0.84082 5.12668 1.28848  0.11
H: -1.35221 6.03879 -1.53068  0.10
H: -0.58899 7.13382 -0.37337  0.10
H: 0.58989 4.45361 -0.28364  0.10
H: 1.39961 5.99897 -0.40012  0.10
H: -0.02619 4.95256 -2.83657  0.11
H: 1.43024 4.11778 -2.35441  0.08
H: 1.78581 5.89127 -4.07963  0.10
H: 1.32028 7.10096 -2.90539  0.11
H: 3.61468 7.15830 -2.55587  0.11
H: 3.23601 5.80293 -1.45728  0.10
H: 4.12044 5.56814 -4.36446  0.11
H: 3.65848 4.24391 -3.33906  0.10
H: 5.81039 6.09897 -2.34781  0.12
H: 6.27238 4.89156 -3.54331  0.12
H: 6.40846 5.46258 -0.10751  0.11
H: 6.22568 3.23270 1.40876  0.08
H: 5.23999 1.29856 -0.19230  0.09
H: 4.89521 2.43061 -2.61930  0.11
O: 0.88701 -4.88196 -0.09113  -0.29
S: 2.06461 -4.22396 -0.58199  0.57
O: 1.93888 -2.96455 -1.24607  -0.27
O: 2.87072 -5.23024 -1.50486  -0.26
C: 2.14372 -5.88691 -2.56861  -0.25
C: 1.92036 -4.98125 -3.76230  -0.07
C: 3.24718 -4.08928 0.71010  -0.10
H: 1.20318 -6.27463 -2.17521  0.11
H: 2.76429 -6.73819 -2.84010  0.12
H: 1.23672 -4.16791 -3.52332  0.07
H: 1.49501 -5.55670 -4.58471  0.08
H: 2.86162 -4.53931 -4.08838  0.08
H: 3.36380 -5.06009 1.18866  0.07
H: 2.86104 -3.35575 1.41604  0.08
H: 4.18423 -3.74153 0.28466  0.08
O: 0.54949 -8.49018 3.23083  -0.27
S: 1.14766 -7.21619 3.49394  0.58
O: 2.56114 -7.05404 3.30409  -0.29
O: 0.78265 -6.79601 4.99174  -0.27
C: 1.02912 -7.76536 6.02882  -0.26
C: 2.49136 -7.84135 6.42031  -0.07
C: 0.30063 -5.93976 2.65803  -0.12
H: 0.64648 -8.73657 5.71209  0.11
H: 0.42480 -7.43130 6.87042  0.12
H: 3.09699 -8.25011 5.61307  0.07
H: 2.60558 -8.48174 7.29563  0.08
H: 2.87643 -6.84909 6.65481  0.08
H: -0.76772 -6.03371 2.84043  0.07
H: 0.51832 -6.03889 1.59128  0.05
H: 0.67205 -4.98375 3.01876  0.08
O: -2.88027 -4.64243 3.38648  -0.28
S: -3.36451 -4.11638 4.62752  0.56
O: -4.28519 -4.87374 5.41766  -0.28
O: -3.94022 -2.66462 4.37437  -0.26
C: -4.91124 -2.48994 3.31205  -0.23
C: -6.29686 -2.94902 3.71402  -0.07
C: -1.99932 -3.64209 5.63059  -0.12
H: -4.55834 -3.00219 2.41677  0.12
H: -4.90244 -1.42247 3.10562  0.13
H: -6.33673 -4.02956 3.84720  0.07
H: -7.01106 -2.67015 2.93961  0.08
H: -6.59562 -2.48595 4.65419  0.08
H: -1.32145 -3.03660 5.03559  0.08
H: -1.51026 -4.55904 5.95375  0.07
H: -2.37236 -3.08728 6.48690  0.07